Entry from OMol25: a 2-piece molecular cluster, C7H14O overall (ωB97M-V/def2-TZVPD).

Its electronic energy is -9532.1978 eV. For the frontier orbital gap, the calculation gives 9.8 eV. The value obtained for the energy above the lowest of the compared OMol25 structures with the same formula, charge and spin is 36.2 kcal per mole. The highest occupied orbital energy is -8.81 eV. The SMILES is C/C=C/C=C/CC.O. The value obtained for the LUMO energy is 1.0 eV.

The geometry in XYZ format:
```
22
Properties=species:S:1:pos:R:3:forces:R:3:nbo_charge:R:1
C 1.4425 -3.3541 0.1954 0.42 -0.73 0.35 -0.65
C 0.7210 -2.0812 0.3373 -0.77 1.11 -0.28 -0.16
C 0.7466 -1.1199 1.2616 0.07 -0.31 -0.01 -0.23
C -0.1508 0.0438 1.2338 0.13 0.31 -0.83 -0.22
C -0.3047 0.8811 0.2040 -0.42 0.21 0.43 -0.17
C -1.0837 2.1614 0.3259 0.32 -0.33 -0.82 -0.43
C -0.1967 3.3933 0.0008 -0.77 -1.05 0.15 -0.60
H 1.8843 -3.6925 1.1348 0.12 0.09 -0.07 0.21
H 2.2162 -3.3461 -0.5758 0.02 0.19 0.03 0.22
H 0.7297 -4.1176 -0.1166 -0.01 -0.10 0.02 0.22
H -0.0127 -1.8989 -0.4512 0.01 -0.13 0.05 0.18
H 1.4278 -1.0907 2.1097 0.03 -0.52 0.00 0.20
H -0.7180 0.2605 2.1346 0.26 0.11 0.18 0.20
H 0.1395 0.7294 -0.7746 0.51 -0.17 0.19 0.17
H -1.8903 2.1421 -0.4172 -0.25 0.06 0.38 0.20
H -1.4683 2.1800 1.3441 -0.27 0.38 -0.07 0.20
H 0.7507 3.2307 0.5038 0.14 0.62 0.24 0.21
H -0.0058 3.4534 -1.0699 0.00 0.00 -0.03 0.20
H -0.7661 4.2679 0.3054 0.50 0.31 0.12 0.21
O -1.0630 -0.7696 -2.9267 1.02 0.17 -0.51 -0.93
H -1.8934 -0.9074 -2.5046 -0.99 -0.15 0.52 0.47
H -0.5045 -0.3657 -2.2546 -0.07 -0.07 -0.04 0.47
```
Forces are in eV/Å.


Entry from OMol25: C37H46BBr2KN7OS3 as an isolated structure (ωB97M-V/def2-TZVPD).

As for the charge: -1. Its electronic energy is -241180.6203 eV. For the frontier orbital gap (alpha / beta), the calculation gives 4.7 / 6.3 eV. The value obtained for the energy above the lowest of the compared OMol25 structures with the same formula, charge and spin is 8.5 kcal per mole. The highest occupied orbital energy (alpha / beta) is -2.66 / -4.14 eV. The value obtained for the LUMO energy (alpha / beta) is 2.0 / 2.1 eV.

The geometry in XYZ format:
```
98
Properties=species:S:1:pos:R:3:forces:R:3:mulliken_charge:R:1
K 0.0000 0.0000 0.0000 -0.62 -1.38 1.37 0.91
C 1.8652 -1.9131 -4.8005 -0.08 -0.06 0.26 -1.67
C 1.0717 -0.6720 -4.4275 0.18 1.71 -2.46 0.30
C 0.9924 0.3477 -5.3772 0.23 -1.03 0.55 -0.15
C 0.2893 1.5186 -5.0983 -0.56 -0.22 2.16 -0.59
N -0.3049 1.6355 -3.8866 -0.01 1.19 -2.06 -0.88
N -0.2962 0.6956 -2.9398 -0.80 0.66 -0.56 1.18
B -1.1898 1.1797 -1.7308 0.01 0.07 -0.61 -1.12
N -2.3806 0.2979 -1.2514 -0.01 0.21 -1.12 0.71
N -2.9387 -0.3503 -2.2733 -1.94 -1.61 -1.79 -0.68
C -4.0764 -1.0814 -2.1793 2.62 1.62 -0.16 -0.25
C -4.6855 -1.1996 -0.9308 0.26 0.65 1.80 -0.53
C -4.1311 -0.5703 0.1861 -2.37 -2.03 -2.10 0.18
C -4.8359 -0.7384 1.5185 0.19 0.13 0.11 -1.52
C -2.9523 0.2115 0.0274 -3.56 -3.91 -7.20 1.13
S -2.3787 0.8526 1.2136 4.36 5.94 9.52 -0.69
C -4.6885 -1.7058 -3.4349 0.40 0.14 -0.62 2.25
C -6.0889 -1.1009 -3.6754 -0.32 0.23 0.08 -1.60
C -3.8165 -1.4094 -4.6783 0.27 0.16 -0.12 -1.69
C -4.8030 -3.2329 -3.2687 -0.01 -0.35 0.16 -1.65
N -1.1148 2.6571 -1.1915 -0.34 0.74 -0.31 0.99
N -2.0609 3.3852 -1.7882 -1.58 2.05 -0.64 -0.34
C -2.2871 4.6991 -1.5465 0.31 -3.06 -0.73 -0.19
C -1.4837 5.3479 -0.6146 1.67 -0.48 1.36 -0.45
C -0.4876 4.6485 0.0663 -2.23 3.00 -1.15 0.16
C 0.3316 5.4155 1.0895 0.14 -0.21 0.06 -1.53
C -0.2901 3.2636 -0.2096 -5.93 3.50 -4.81 0.87
S 0.7354 2.5622 0.5856 7.70 -4.49 5.74 -0.58
C -3.4115 5.4338 -2.2812 -0.40 -0.42 -0.42 1.99
C -2.8226 6.5912 -3.1128 0.25 0.24 -0.14 -1.47
C -4.1645 4.4790 -3.2357 -0.06 -0.29 -0.09 -1.23
C -4.4262 5.9883 -1.2592 -0.14 0.10 0.34 -1.70
C 0.4130 -0.5190 -3.1716 -1.01 5.86 -5.72 0.86
S 0.5788 -1.6254 -2.1948 0.37 -7.75 6.73 -0.53
C 0.1187 2.6706 -6.0953 -0.28 0.43 0.12 2.22
C 0.6753 3.9633 -5.4681 0.06 0.39 0.26 -1.43
C 0.8371 2.4297 -7.4431 0.16 -0.30 0.01 -2.15
C -1.3866 2.8474 -6.3813 -0.47 0.06 0.00 -1.32
H 2.2977 -1.8480 -5.8216 -0.38 0.24 0.57 0.37
H 2.7049 -2.0537 -4.0877 -0.56 -0.15 -0.28 0.29
H 1.2039 -2.8049 -4.7713 0.50 0.39 0.21 0.28
H 1.4827 0.2107 -6.3297 0.01 0.00 -0.09 0.47
H -5.5963 -1.7749 -0.8273 -0.04 -0.02 0.07 0.30
H -5.7428 -1.3746 1.4351 0.60 0.35 -0.22 0.35
H -4.1509 -1.2159 2.2501 -0.35 0.47 -0.28 0.32
H -5.1522 0.2539 1.9040 0.34 -0.56 -0.02 0.30
H -6.0189 0.0021 -3.8008 -0.05 -0.65 0.08 0.29
H -6.5498 -1.5257 -4.5932 0.31 0.19 0.50 0.43
H -6.7734 -1.3087 -2.8262 0.35 0.13 -0.44 0.30
H -3.7233 -0.3132 -4.8431 0.04 -0.70 0.15 0.29
H -2.7963 -1.8331 -4.5540 -0.58 0.35 -0.06 0.22
H -4.2677 -1.8546 -5.5916 0.14 0.17 0.58 0.45
H -5.4559 -3.4973 -2.4106 0.37 0.10 -0.43 0.30
H -5.2435 -3.6913 -4.1806 0.25 0.29 0.48 0.43
H -3.8005 -3.6804 -3.0987 -0.59 0.24 -0.08 0.34
H -1.6432 6.3974 -0.4042 0.05 0.06 0.06 0.31
H 0.0250 6.4808 1.1614 -0.01 -0.68 -0.26 0.35
H 0.2045 4.9596 2.0940 0.31 0.17 -0.58 0.31
H 1.4051 5.3905 0.8067 -0.54 -0.14 0.37 0.28
H -2.0939 6.2017 -3.8567 -0.41 0.24 0.43 0.22
H -3.6273 7.1290 -3.6595 0.42 -0.33 0.32 0.43
H -2.3016 7.3290 -2.4674 -0.24 -0.37 -0.36 0.30
H -3.4760 4.0654 -4.0003 -0.39 0.14 0.48 -0.16
H -4.6142 3.6321 -2.6727 0.36 0.47 -0.39 0.32
H -4.9828 5.0141 -3.7648 0.48 -0.16 0.36 0.46
H -3.9507 6.7131 -0.5658 -0.27 -0.39 -0.32 0.30
H -5.2570 6.5142 -1.7776 0.49 -0.31 0.24 0.44
H -4.8591 5.1615 -0.6550 0.26 0.50 -0.34 0.33
H 1.7597 3.8531 -5.2525 -0.59 0.09 -0.09 0.35
H 0.5392 4.8244 -6.1580 0.09 -0.47 0.31 0.40
H 0.1506 4.2026 -4.5173 0.33 -0.25 -0.54 0.08
H 1.9319 2.3137 -7.2925 -0.59 0.01 -0.15 0.39
H 0.4404 1.5212 -7.9467 0.30 0.49 0.27 0.40
H 0.6781 3.2889 -8.1303 0.03 -0.45 0.51 0.39
H -1.9448 3.0591 -5.4465 0.37 -0.19 -0.47 -0.14
H -1.5616 3.6907 -7.0839 0.15 -0.44 0.32 0.43
H -1.8082 1.9225 -6.8324 0.22 0.52 0.26 0.35
C 3.0584 0.9494 -1.5136 1.35 0.10 -0.22 -0.50
C 3.3826 -0.0356 -0.4356 -2.09 -0.37 0.72 0.39
C 4.6776 -0.4224 -0.1767 0.79 -1.05 1.06 -1.10
C 4.8862 -1.3408 0.8416 0.06 0.55 -0.63 -0.82
C 3.8075 -1.8659 1.5926 0.74 -0.08 -0.03 1.26
C 3.9883 -2.7996 2.6321 -0.52 -0.55 0.71 0.01
Br 5.7009 -3.4664 3.1517 0.09 0.14 -0.17 -0.30
C 2.9062 -3.2886 3.3424 0.34 0.39 -0.50 -0.38
C 1.6227 -2.8510 3.0239 0.31 -0.08 0.06 -0.19
Br 0.2199 -3.6173 4.0957 0.16 0.42 -0.51 -0.24
C 1.3491 -1.9113 1.9904 -2.80 -0.26 0.67 0.29
O 0.1477 -1.5313 1.7261 1.68 -1.01 0.92 -0.52
C 2.4945 -1.4220 1.2710 1.63 0.55 -0.85 -0.63
N 2.3374 -0.5192 0.2632 1.78 0.00 0.01 0.61
H 3.9583 1.2938 -2.0331 0.24 -0.03 -0.05 0.50
H 2.5589 1.8227 -1.0827 0.65 0.22 -0.03 0.13
H 2.3943 0.4891 -2.2518 0.58 -0.11 -0.35 -0.13
H 5.5107 -0.0275 -0.7444 -0.03 0.00 0.00 0.47
H 5.9092 -1.6425 1.0419 -0.20 -0.14 0.19 0.29
H 3.0480 -4.0074 4.1425 0.02 0.10 -0.12 0.39
H 1.3894 1.0843 -1.4326 -2.39 0.35 0.16 -0.55
```
Forces are in eV/Å.


Entry from OMol25: a 2-piece molecular cluster, C17H26F3N2 overall (ωB97M-V/def2-TZVPD).

As for the charge: +1. Its electronic energy is -29176.7125 eV. For the frontier orbital gap, the calculation gives 5.6 eV. The value obtained for the energy above the lowest of the compared OMol25 structures with the same formula, charge and spin is 23.3 kcal per mole. The highest occupied orbital energy is -11.06 eV. The value obtained for the LUMO energy is -5.5 eV.

The geometry in XYZ format:
```
48
Properties=species:S:1:pos:R:3:forces:R:3:nbo_charge:R:1
C 0.2559 -0.9533 -3.8281 -0.03 0.69 -0.12 -0.43
N 0.3073 -1.8673 -2.6880 -2.24 0.70 2.62 -0.27
C 0.5179 -3.2811 -3.0245 0.58 -0.59 0.46 -0.43
C -0.3069 -1.5111 -1.5112 1.12 -1.45 -3.52 0.29
C -0.3548 -2.3334 -0.3589 0.28 -1.09 1.19 -0.21
C 0.7257 -3.1686 0.0177 -0.42 0.54 -0.42 -0.08
C 0.6304 -3.9926 1.1092 0.12 -0.24 0.33 -0.20
C -0.5421 -4.0394 1.8515 -0.11 0.17 -0.33 -0.04
C -0.6829 -5.0218 2.9991 0.18 0.83 -0.64 0.97
F -1.5352 -4.5047 3.9082 0.55 -0.85 -0.13 -0.30
F -1.1717 -6.1762 2.5014 0.25 0.31 0.79 -0.30
F 0.5300 -5.2261 3.5523 -0.93 -0.31 0.11 -0.30
C -1.6136 -3.2255 1.5100 -0.10 -0.36 0.32 -0.18
C -1.5174 -2.3666 0.4456 0.41 0.47 -0.78 -0.12
H 0.6038 -1.4459 -4.7348 0.00 0.00 0.25 0.24
H -0.7697 -0.6223 -3.9813 -0.04 0.06 -0.07 0.23
H 0.8848 -0.0848 -3.6387 -0.01 -0.01 -0.01 0.24
H 0.5675 -3.4260 -4.1006 0.02 0.33 0.07 0.24
H 1.4364 -3.6581 -2.5841 0.04 -0.06 -0.15 0.23
H -0.3149 -3.8687 -2.6454 -0.02 -0.02 0.14 0.23
H -0.9607 -0.6553 -1.5484 0.33 0.70 -0.09 0.23
H 1.6423 -3.1144 -0.5405 0.25 -0.04 -0.03 0.22
H 1.4636 -4.6079 1.4115 0.12 -0.02 -0.06 0.25
H -2.5241 -3.2943 2.0843 -0.09 0.14 0.03 0.26
H -2.3498 -1.7397 0.1766 -0.24 0.17 0.04 0.23
C -1.6758 4.5669 1.2430 0.14 -0.03 -0.01 -0.61
C -0.7750 3.9947 0.1443 0.13 -0.04 -0.03 -0.22
C -1.6083 3.4648 -1.0222 0.10 0.07 -0.07 -0.61
C 0.1370 2.8783 0.6922 -0.01 -0.02 -0.14 -0.03
C 1.0539 3.3301 1.8507 0.06 -0.03 -0.24 -0.42
C 2.3465 2.5209 1.6727 0.06 -0.10 0.15 -0.42
C 2.4189 2.2407 0.1646 -0.01 0.20 -0.19 -0.22
N 1.0376 2.3250 -0.3664 -0.10 -0.27 0.35 -0.64
H -2.3026 3.7847 1.6757 -0.05 -0.07 0.00 0.20
H -1.0932 5.0044 2.0559 -0.02 0.00 -0.04 0.21
H -2.3404 5.3430 0.8557 0.09 -0.07 -0.03 0.22
H -0.1211 4.8024 -0.2303 -0.11 -0.27 0.08 0.21
H -2.2317 2.6289 -0.6998 -0.15 -0.06 0.13 0.18
H -2.2700 4.2318 -1.4309 0.05 -0.03 0.05 0.22
H -0.9694 3.1026 -1.8290 0.05 0.08 0.00 0.21
H -0.5070 2.0623 1.0522 -0.12 0.09 0.06 0.16
H 1.2595 4.4029 1.7668 -0.01 -0.10 -0.07 0.21
H 0.5903 3.1688 2.8310 0.08 0.03 -0.25 0.22
H 3.2297 3.0641 2.0341 -0.23 -0.16 -0.10 0.22
H 2.2959 1.5814 2.2385 -0.06 0.13 -0.12 0.20
H 3.0233 3.0050 -0.3380 0.00 -0.11 0.11 0.19
H 2.8779 1.2686 -0.0577 -0.10 0.17 0.02 0.18
H 0.7019 1.4126 -0.6857 0.23 0.51 0.33 0.34
```
Forces are in eV/Å.


Entry from OMol25: a 3-piece molecular cluster, C5H17NO2 overall (ωB97M-V/def2-TZVPD).

Its electronic energy is -11045.5108 eV. For the frontier orbital gap, the calculation gives 9.2 eV. The value obtained for the energy above the lowest of the compared OMol25 structures with the same formula, charge and spin is 17.2 kcal per mole. The highest occupied orbital energy is -8.57 eV. The SMILES is CCNC(C)C.O.O. The value obtained for the LUMO energy is 0.7 eV.

The geometry in XYZ format:
```
25
Properties=species:S:1:pos:R:3:forces:R:3:nbo_charge:R:1
C -1.9776 0.6941 -1.2070 0.81 -0.41 0.64 -0.62
C -1.5554 -0.3358 -0.1614 0.34 0.22 0.69 -0.20
N -0.1374 -0.1866 0.1403 -0.72 -0.09 0.46 -0.67
C 0.4845 -1.3057 0.8082 0.73 -0.17 0.67 -0.03
C 0.3899 -2.6936 0.1624 -0.07 0.14 -1.15 -0.63
C 1.9576 -0.9588 1.0997 -0.70 -0.56 -0.11 -0.60
H -3.0559 0.8103 -1.1883 0.00 0.20 -0.42 0.22
H -1.4626 1.6249 -0.9452 -0.50 0.23 0.16 0.19
H -1.5442 0.4251 -2.1713 -0.53 -0.16 -0.15 0.22
H -1.7699 -1.3635 -0.4459 -0.14 -0.08 -0.55 0.17
H -2.0912 -0.2307 0.8026 -0.12 0.30 -0.40 0.17
H 0.3882 0.3953 -0.4971 0.19 -0.67 -0.11 0.38
H -0.0091 -1.4963 1.7851 0.02 0.68 -0.18 0.17
H -0.6293 -3.0541 0.0186 -0.10 0.08 0.36 0.21
H 0.9347 -3.4359 0.7428 -0.01 0.04 0.11 0.21
H 0.7951 -2.6890 -0.8523 0.31 0.05 -0.02 0.20
H 2.4085 -1.8598 1.5201 0.30 0.28 0.07 0.21
H 2.0380 -0.1247 1.7888 0.04 0.07 0.13 0.21
H 2.4723 -0.6962 0.1772 0.09 -0.05 -0.11 0.20
O 0.5962 1.4809 -3.1810 -0.58 -0.04 0.42 -0.93
H 1.4741 1.7988 -3.3482 0.77 0.14 -0.30 0.47
H 0.2838 2.0714 -2.4850 -0.16 -0.06 -0.11 0.47
O -0.0245 2.5351 2.5596 -0.08 0.38 -0.13 -0.94
H 0.2631 1.9876 3.2834 0.18 -0.20 0.50 0.46
H -0.2027 1.8995 1.8664 -0.08 -0.33 -0.48 0.48
```
Forces are in eV/Å.


Entry from OMol25: one molecule with the formula C5H10O (ωB97M-V/def2-TZVPD).

Its electronic energy is -7391.2139 eV. For the frontier orbital gap, the calculation gives 9.0 eV. The value obtained for the energy above the lowest of the compared OMol25 structures with the same formula, charge and spin is 81.9 kcal per mole. The highest occupied orbital energy is -8.08 eV. The SMILES is CC1(C)C[C@H]1O. The value obtained for the LUMO energy is 0.9 eV.

The geometry in XYZ format:
```
16
Properties=species:S:1:pos:R:3:forces:R:3:nbo_charge:R:1
C -0.8820 -0.0369 -1.2903 0.01 -0.14 0.38 -0.62
C 0.1871 0.0618 -0.1746 0.49 0.09 0.20 0.06
C 1.3167 -0.8808 -0.4048 0.34 0.07 0.00 -0.62
C 0.1743 1.3660 0.5008 -0.11 0.46 -0.51 -0.46
C -0.2379 0.3037 1.4597 -0.63 -0.06 -0.95 -0.02
O -1.4671 -0.3899 1.4030 -1.11 -0.04 0.78 -0.72
H -1.1521 -1.0536 -1.6024 0.09 0.08 0.31 0.21
H -1.8014 0.5185 -1.0861 0.21 -0.17 0.18 0.23
H -0.4239 0.4407 -2.1806 0.00 -0.17 0.44 0.22
H 2.1019 -0.7013 0.3271 0.25 -0.10 -0.16 0.22
H 1.6962 -0.8442 -1.4317 0.15 0.07 0.08 0.20
H 0.9346 -1.9038 -0.2506 0.19 0.22 -0.03 0.20
H 1.1869 1.7157 0.7061 -0.30 0.19 0.52 0.23
H -0.5232 2.1332 0.1987 0.03 0.25 -0.43 0.21
H -0.0335 0.5750 2.5231 1.22 -1.19 -0.83 0.21
H -1.1263 -1.2984 1.3445 -0.83 0.42 0.02 0.47
```
Forces are in eV/Å.


Entry from OMol25: C2H5N4OS as an isolated structure (ωB97M-V/def2-TZVPD).

As for the charge: +1. Its electronic energy is -20988.9502 eV. For the frontier orbital gap, the calculation gives 7.3 eV. The value obtained for the energy above the lowest of the compared OMol25 structures with the same formula, charge and spin is 19.6 kcal per mole. The highest occupied orbital energy is -14.63 eV. The value obtained for the LUMO energy is -7.3 eV.

The geometry in XYZ format:
```
13
Properties=species:S:1:pos:R:3:forces:R:3:nbo_charge:R:1
C -1.9533 -1.1668 -0.3127 -0.04 -0.84 0.72 0.55
C 0.6437 0.2973 0.1546 3.51 2.00 -2.29 0.70
N -1.4849 -2.0328 0.3256 0.31 0.49 -0.38 -0.44
N 1.7234 -0.4338 0.4847 -2.53 0.37 0.34 -0.70
N 0.7925 1.0725 -0.9663 -1.33 -1.64 1.81 -0.73
N -0.4162 0.5885 0.9575 -0.54 -1.79 1.99 -0.75
O -2.4359 -0.1729 -0.8669 0.35 1.90 0.73 -0.53
S -1.6690 1.4937 0.4606 -0.62 -1.56 -0.95 0.71
H 2.3896 -0.5389 -0.2693 0.15 -0.51 0.47 0.43
H 1.5369 -1.1661 1.1555 0.71 -0.28 0.05 0.44
H 1.5199 0.8283 -1.6141 0.02 0.02 -0.30 0.42
H -0.1283 1.2765 -1.3183 0.05 0.78 -0.83 0.43
H -0.5184 -0.0456 1.8091 -0.03 1.08 -1.35 0.47
```
Forces are in eV/Å.